Entry from OMol25: a molecular structure, C29H36GeMnN4OSSi at a distorted geometry (wB97M-V/def2-TZVPD).

Each line ends with the Löwdin charge.
Element x y z (Å)
Mn: -0.5531 -0.2074 1.1545  0.458
C: 3.7070 -1.8816 1.1842  -0.184
Ge: 2.5579 -0.3941 1.6790  0.796
C: 1.4629 -0.9089 3.2682  -0.192
C: 3.5605 1.2128 2.1156  -0.188
C: 1.2867 0.0581 0.1955  -0.344
H: 4.4238 -2.0781 1.9822  0.041
H: 4.2619 -1.6425 0.2768  0.038
H: 3.1364 -2.7928 1.0035  0.010
H: 1.9073 -0.4450 4.1514  0.044
H: 1.4711 -1.9873 3.4309  0.031
H: 0.4135 -0.5931 3.2740  -0.004
H: 4.1995 1.0042 2.9759  0.039
H: 2.9028 2.0458 2.3719  0.026
H: 4.1931 1.5184 1.2825  0.033
H: 1.3830 -0.5926 -0.6755  0.038
H: 1.8422 0.9554 -0.1247  -0.032
C: 3.9890 4.5281 -1.5401  -0.042
C: 2.9728 4.9906 -0.7145  -0.051
C: 1.8707 4.1901 -0.4590  -0.074
C: 1.7717 2.9204 -1.0350  -0.276
C: 2.8032 2.4642 -1.8678  -0.101
C: 3.9063 3.2621 -2.1126  -0.053
Si: 0.2807 1.9063 -0.7134  0.813
C: -0.6622 1.1956 -2.0986  -0.254
C: -0.1432 1.2052 -3.3972  -0.059
C: -0.8997 0.7290 -4.4571  -0.044
C: -2.1893 0.2625 -4.2363  -0.042
C: -2.7230 0.2699 -2.9500  -0.074
C: -1.9659 0.7350 -1.8877  -0.131
C: -0.6958 2.4089 0.7817  -0.301
C: -0.3042 1.9616 2.0498  -0.225
C: -0.9550 2.3758 3.2054  -0.074
C: -2.0017 3.2786 3.1014  -0.046
C: -2.4072 3.7334 1.8482  -0.034
C: -1.7696 3.3003 0.6934  -0.064
H: 4.8507 5.1524 -1.7364  0.119
H: 3.0423 5.9733 -0.2673  0.117
H: 1.0916 4.5533 0.2036  0.106
H: 2.7576 1.4730 -2.3086  0.109
H: 4.7042 2.9017 -2.7488  0.117
H: 0.8506 1.5924 -3.5871  0.099
H: -0.4905 0.7373 -5.4589  0.120
H: -2.7864 -0.0870 -5.0685  0.118
H: -3.7395 -0.0694 -2.7872  0.115
H: -2.4051 0.7581 -0.8922  0.076
H: 0.5673 1.3118 2.0598  0.041
H: -0.6324 2.0146 4.1742  0.128
H: -2.5057 3.6272 3.9930  0.125
H: -3.2269 4.4373 1.7717  0.124
H: -2.1052 3.6693 -0.2703  0.124
N: -1.2990 -6.5096 -2.1581  0.194
C: -0.2072 -5.9221 -1.6162  -0.494
O: 0.9068 -6.3913 -1.6342  0.107
C: -0.4201 -4.5732 -0.9633  -0.095
C: -1.3140 -3.6161 -1.4157  0.026
C: -1.3526 -2.3797 -0.7955  -0.102
N: -0.5547 -2.0555 0.2301  -0.040
C: 0.3191 -2.9887 0.6562  -0.099
C: 0.4129 -4.2398 0.0970  0.043
H: -1.1841 -7.4129 -2.5893  0.130
H: -2.2290 -6.1553 -2.0323  0.104
H: -1.9534 -3.7971 -2.2703  0.128
H: -2.0137 -1.6090 -1.1536  0.091
H: 0.9750 -2.6995 1.4648  0.072
H: 1.1477 -4.9538 0.4444  0.140
N: -5.2519 -0.8441 1.5552  0.130
C: -3.9657 -1.1710 1.6517  -0.829
N: -3.6361 -2.4474 1.4759  0.137
S: -2.8390 0.0611 2.0416  0.774
H: -5.9772 -1.5326 1.4301  0.130
H: -5.5341 0.1049 1.7327  0.113
H: -4.3412 -3.1570 1.3532  0.131
H: -2.6954 -2.7442 1.6625  0.094

Forces on the atoms, in the same order (eV/Å):
Mn -0.5 0.1 -0.3
C 0.0 0.0 -0.1
Ge 0.0 -0.1 0.4
C 0.2 0.0 -0.1
C 0.0 0.0 0.0
C -0.5 0.8 -1.0
H 0.0 0.0 0.0
H 0.0 0.0 0.0
H 0.1 0.0 0.0
H 0.0 0.0 0.0
H 0.0 0.0 0.0
H -0.1 0.0 0.1
H 0.0 0.0 0.0
H 0.0 0.0 0.0
H 0.0 0.0 0.0
H 0.0 -0.2 0.1
H 0.6 -0.2 0.4
C -0.1 0.0 0.0
C 0.1 0.0 0.0
C 0.0 0.0 0.0
C -0.2 0.4 -0.3
C 0.0 0.0 0.1
C 0.1 0.0 0.0
Si 0.7 -1.1 0.8
C -0.2 0.3 -0.2
C 0.0 -0.1 0.0
C 0.0 0.0 0.0
C 0.0 0.0 0.1
C -0.1 0.0 -0.2
C -0.1 0.0 -0.1
C -0.1 0.2 -0.1
C -0.1 0.1 -0.3
C 0.1 0.1 0.2
C 0.1 -0.1 0.0
C 0.0 0.0 -0.1
C -0.2 0.0 0.1
H 0.0 0.0 0.0
H 0.0 0.0 0.0
H 0.0 0.0 -0.1
H 0.0 0.0 0.0
H 0.0 0.0 0.0
H 0.0 0.0 0.0
H 0.0 0.0 0.0
H 0.0 0.0 0.0
H 0.0 0.0 0.0
H 0.0 0.1 0.0
H 0.3 0.2 0.6
H 0.0 0.0 0.0
H 0.0 0.0 0.0
H 0.0 0.0 0.0
H 0.0 0.0 0.0
N 0.1 0.1 0.0
C -0.1 -0.1 0.0
O 0.0 0.0 0.0
C 0.0 0.0 0.0
C 0.0 0.0 -0.1
C 0.1 0.0 0.0
N -0.3 -0.2 0.2
C -0.1 0.2 0.1
C 0.1 -0.1 -0.1
H 0.0 0.0 0.0
H 0.0 0.0 0.0
H 0.0 0.0 0.0
H -0.1 0.0 0.0
H -0.1 -0.1 0.0
H 0.0 0.0 0.0
N 0.1 0.0 0.0
C -0.2 0.0 0.1
N 0.0 0.0 0.0
S 0.5 -0.3 -0.2
H 0.0 0.0 0.0
H 0.0 0.0 0.0
H 0.0 0.0 0.0
H 0.1 0.0 0.0

Total charge: +2
Spin multiplicity: 4
LUMO level (alpha / beta), eV: -5.62 / -5.61
Energy relative to the best compared isomer or geometry (same formula, charge and spin), kcal/mol: 0.00
Molar mass, g/mol: 644.34
Gap between HOMO and LUMO (alpha / beta), Eh: 0.3194 / 0.3091
<S²>: 3.78


Entry from OMol25: a molecular structure, C29H36N2NdO7PS at a distorted geometry (wB97M-V/def2-TZVPD).

Each line ends with the Löwdin charge.
Element x y z (Å)
Nd: 13.6429 9.1407 10.2011  1.888
O: 16.2928 9.6438 10.3394  -0.119
C: 16.4302 11.0015 9.9569  -0.325
C: 15.3548 11.8058 10.7796  -0.564
O: 15.6197 12.9311 11.1370  0.092
O: 14.2516 11.1466 10.9661  -0.223
C: 17.9459 11.4268 10.1066  -0.106
C: 18.9774 10.5129 10.2908  -0.054
C: 20.3202 10.7796 10.0685  -0.093
C: 20.6990 12.0740 9.7734  -0.094
C: 19.6923 13.0296 9.5557  -0.056
C: 18.3678 12.7659 9.9839  -0.020
C: 16.0370 11.1458 8.4951  -0.147
C: 15.8740 10.0328 7.6764  -0.043
C: 15.5436 10.1880 6.3183  -0.058
C: 15.3086 11.4536 5.8121  -0.066
C: 15.5152 12.5832 6.6225  -0.059
C: 15.8006 12.4467 7.9568  -0.004
H: 16.6372 9.5120 11.2587  0.139
H: 18.7482 9.4562 10.5459  0.118
H: 21.0408 9.9451 10.1139  0.114
H: 21.7290 12.3401 9.6117  0.097
H: 19.9765 14.0477 9.2520  0.106
H: 17.5859 13.5229 10.1861  0.110
H: 16.0774 9.0378 8.0618  0.112
H: 15.4509 9.3402 5.6622  0.107
H: 14.9832 11.5655 4.7939  0.101
H: 15.4503 13.5758 6.2210  0.103
H: 15.9404 13.3118 8.6398  0.127
N: 13.4200 9.1089 12.8502  0.009
C: 13.4897 8.0314 13.7781  -0.308
C: 12.3311 7.5323 14.4354  0.000
C: 12.4644 6.5880 15.5045  -0.080
C: 13.7071 6.1224 15.8483  -0.107
C: 14.8611 6.5658 15.1520  -0.056
C: 14.7219 7.5154 14.1138  -0.051
H: 12.5099 9.5334 12.8735  0.070
H: 14.1046 9.8362 13.0088  0.088
H: 11.3820 7.9559 14.1538  0.101
H: 11.5788 6.2195 16.0480  0.111
H: 13.7996 5.3695 16.6061  0.094
H: 15.8582 6.1678 15.3848  0.107
H: 15.6215 7.8588 13.5972  0.106
C: 9.8029 12.3698 10.9270  -0.013
C: 9.8674 12.2097 9.3922  -0.597
C: 8.6200 12.6757 8.6556  -0.026
C: 11.1488 12.7574 8.7673  -0.019
O: 9.7782 10.8039 9.0910  -0.167
P: 10.8888 9.7410 9.3331  0.186
O: 12.1546 9.8370 8.4629  -0.409
O: 11.3506 9.7280 10.7846  -0.399
O: 10.2505 8.4641 8.7740  -0.156
C: 8.9015 7.8714 9.1441  -0.556
C: 8.5806 8.2574 10.5821  -0.036
C: 7.8845 8.4470 8.1409  -0.011
C: 9.2200 6.4112 9.0302  -0.033
H: 9.9119 13.4319 11.1897  0.091
H: 10.5993 11.8262 11.4447  0.067
H: 8.8104 11.9981 11.3147  0.103
H: 8.5999 13.7762 8.6611  0.095
H: 7.7236 12.3451 9.1616  0.081
H: 8.6117 12.3405 7.6191  0.093
H: 11.2015 13.8096 8.9405  0.081
H: 11.1526 12.5291 7.6855  0.106
H: 12.0551 12.3013 9.2033  0.077
H: 8.4129 9.3323 10.6795  0.076
H: 9.4225 7.9325 11.2382  0.097
H: 7.6708 7.7172 10.8828  0.099
H: 7.7800 9.5097 8.3227  0.063
H: 6.9084 7.9998 8.2456  0.083
H: 8.2207 8.4094 7.0781  0.106
H: 10.0650 6.0810 9.6877  0.096
H: 9.5062 6.1791 7.9898  0.100
H: 8.2943 5.8534 9.2436  0.096
S: 12.9679 4.0326 9.6664  0.516
C: 13.2449 5.6180 9.9175  -0.982
N: 13.5130 6.7571 10.1763  -0.172

Forces on the atoms, in the same order (eV/Å):
Nd -0.9 -0.2 -0.7
O -0.1 -1.3 0.9
C 1.0 0.8 0.7
C 0.7 0.2 0.0
O -0.4 0.1 0.1
O 0.6 0.7 0.2
C 0.0 0.7 0.7
C -0.8 -2.2 -0.4
C 0.3 -0.1 0.6
C -0.7 0.2 -1.3
C -0.3 0.6 1.9
C -0.4 0.0 -1.2
C -0.6 0.4 -0.6
C 0.3 0.1 -0.3
C -0.3 0.5 0.5
C 0.4 0.1 0.5
C -0.4 -0.4 -0.1
C 0.9 -0.7 1.3
H -0.2 0.4 -1.2
H 0.0 0.7 -0.5
H -0.4 0.7 0.2
H 0.2 0.0 -0.2
H -0.2 -0.5 0.4
H 0.8 -0.2 -0.8
H 0.1 0.0 0.0
H -0.1 -0.3 0.0
H 0.1 0.1 -0.3
H -0.3 0.3 -0.3
H -0.2 -0.6 -0.8
N -0.1 -0.4 -0.5
C -1.1 -0.5 1.1
C 1.4 -0.2 0.6
C -1.0 1.1 -1.4
C 1.5 0.1 -0.7
C -0.8 0.3 -0.4
C 1.0 -0.9 1.0
H -0.5 0.3 -0.1
H 0.1 0.1 0.3
H -0.3 -0.1 0.1
H 0.5 0.3 -0.5
H 0.1 -0.1 0.3
H -0.6 0.2 0.0
H -0.2 0.0 0.1
C -0.8 0.3 0.0
C -0.1 -0.3 0.1
C 0.3 1.6 0.4
C 0.1 -0.9 -0.1
O 0.1 -0.5 -0.1
P 1.7 0.3 -0.7
O 0.2 0.2 0.9
O 0.3 -0.6 0.0
O -1.8 -1.3 0.2
C 1.3 0.9 -0.2
C 0.2 -0.6 0.3
C 0.9 0.2 -0.5
C -0.2 -1.0 -0.5
H -0.2 -0.2 -0.1
H -0.1 0.1 -0.3
H 1.0 0.4 -0.4
H -0.1 -0.2 -0.1
H -0.2 -0.3 0.1
H 0.1 -0.1 0.1
H 0.0 0.8 0.0
H 0.0 0.2 0.5
H -0.4 0.2 -0.1
H 0.0 -0.1 0.1
H -0.7 0.3 -0.4
H 0.2 0.2 0.0
H -0.1 0.2 0.3
H -0.3 -0.4 0.0
H -0.1 -0.5 0.8
H -0.9 0.4 -0.4
H -0.1 0.1 0.4
H 0.4 -0.1 0.1
S 0.0 1.1 0.0
C 0.5 0.4 0.5
N -0.4 -1.2 -0.5

Spin multiplicity: 4
LUMO level (alpha / beta), eV: 0.01 / 0.02
Molar mass, g/mol: 731.89
Gap between HOMO and LUMO (alpha / beta), Eh: 0.3007 / 0.3011
<S²>: 3.75


Entry from OMol25: a molecular structure, C29H36N2OS2Sb2V at a distorted geometry (wB97M-V/def2-TZVPD).

Each line ends with the Löwdin charge.
Element x y z (Å)
V: 0.0831 0.0309 0.1596  0.016
C: -0.4536 4.2088 1.1704  -0.262
Sb: -0.7253 2.1509 1.7592  1.428
C: -1.2325 2.5999 3.8149  -0.290
C: -2.8657 1.9639 1.2333  -0.320
C: -3.4586 3.2224 0.7243  -0.309
C: -4.2466 3.9695 1.6050  -0.054
C: -4.8541 5.1494 1.2288  -0.075
C: -4.6767 5.6139 -0.0634  -0.075
C: -3.8892 4.8947 -0.9399  -0.050
C: -3.2685 3.6986 -0.5775  -0.271
C: -2.4192 3.0983 -1.6648  -0.289
Sb: -1.4692 1.1431 -1.6613  1.392
C: -3.0666 0.0448 -2.6106  -0.271
C: -0.4248 1.5109 -3.4968  -0.271
H: -1.4107 4.7247 1.1692  0.013
H: 0.0013 4.2670 0.1859  0.003
H: 0.2062 4.6747 1.8958  0.009
H: -1.9169 3.4409 3.8257  0.007
H: -0.3475 2.8600 4.3855  0.001
H: -1.7068 1.7398 4.2788  0.002
H: -3.3613 1.6720 2.1598  0.064
H: -2.9741 1.1433 0.5205  -0.004
H: -4.3947 3.5962 2.6081  0.109
H: -5.4677 5.6948 1.9307  0.107
H: -5.1407 6.5337 -0.3830  0.106
H: -3.7457 5.2675 -1.9440  0.116
H: -1.5900 3.7869 -1.8555  0.067
H: -3.0120 3.0754 -2.5829  0.067
H: -3.2814 0.4892 -3.5779  0.013
H: -3.9691 0.0774 -2.0064  0.008
H: -2.7682 -0.9913 -2.7525  0.001
H: -1.0938 1.9668 -4.2253  0.020
H: -0.0624 0.5585 -3.8780  0.010
H: 0.4120 2.1783 -3.3144  -0.009
N: 1.5179 -0.5490 1.6464  0.029
C: 0.7545 -1.1673 2.6951  -0.228
C: 1.2986 -1.5308 3.9086  0.006
C: 0.5154 -2.2042 4.8517  -0.051
C: -0.7924 -2.5137 4.5791  -0.009
C: -1.3836 -2.1499 3.3516  -0.133
C: -2.7122 -2.4623 2.9928  0.025
C: -3.1485 -2.1266 1.7322  -0.013
C: -2.3015 -1.4531 0.8593  -0.101
N: -1.0683 -1.0779 1.1737  -0.078
C: -0.5935 -1.4515 2.3986  -0.158
H: 2.1114 -1.2574 1.2104  0.109
H: 2.1398 0.1760 2.0132  0.114
H: 2.3364 -1.3234 4.1313  0.123
H: 0.9581 -2.4881 5.7942  0.115
H: -1.3894 -3.0472 5.3008  0.121
H: -3.3573 -2.9698 3.6913  0.126
H: -4.1451 -2.3755 1.4061  0.118
H: -2.6350 -1.2029 -0.1405  0.095
C: 3.2488 1.5449 -2.6232  -0.177
S: 2.4472 0.5428 -1.3212  0.917
O: 1.5175 1.4941 -0.6360  -0.640
C: 3.9322 0.4561 -0.2825  -0.396
C: 4.5412 -0.7862 -0.1882  -0.092
C: 5.7238 -0.9145 0.5224  -0.060
C: 6.2903 0.1946 1.1304  -0.061
C: 5.6603 1.4270 1.0553  -0.058
C: 4.4696 1.5615 0.3586  -0.072
H: 3.4603 2.5290 -2.2219  0.066
H: 2.5636 1.5918 -3.4625  0.039
H: 4.1604 1.0449 -2.9262  0.068
H: 4.1015 -1.6361 -0.6939  0.117
H: 6.2092 -1.8743 0.5941  0.113
H: 7.2200 0.0978 1.6692  0.112
H: 6.1055 2.2892 1.5297  0.113
H: 3.9636 2.5175 0.3069  0.118
S: 0.3075 -2.3594 -2.2022  0.616
C: 0.3026 -1.3039 -1.0485  -0.945

Forces on the atoms, in the same order (eV/Å):
V 2.0 2.6 -0.8
C 0.1 -0.4 0.1
Sb -1.2 1.1 0.4
C 0.3 -0.2 -0.2
C 0.4 -0.2 0.1
C -0.3 0.2 -0.1
C 0.0 0.0 0.0
C 0.0 0.0 0.0
C 0.0 0.1 0.0
C -0.1 0.0 0.1
C -0.2 0.2 0.1
C 0.3 -0.4 -0.1
Sb -0.7 0.3 -1.1
C 0.2 0.1 0.3
C 0.0 0.0 0.3
H -0.1 0.0 0.0
H 0.0 0.0 -0.1
H 0.1 0.1 0.1
H -0.1 0.1 -0.1
H 0.1 0.0 0.1
H 0.0 -0.1 0.0
H 0.0 -0.1 0.0
H 0.0 0.0 0.2
H 0.0 -0.1 0.1
H 0.0 0.0 0.0
H -0.1 0.1 0.0
H 0.0 0.0 -0.1
H 0.1 -0.1 -0.1
H 0.1 0.0 0.0
H 0.0 0.1 -0.1
H -0.1 0.0 0.1
H 0.1 -0.1 0.0
H 0.0 0.0 0.0
H 0.0 -0.1 0.0
H 0.1 0.1 0.0
N 0.7 -0.1 0.2
C 0.3 -0.2 0.7
C -0.2 0.2 -0.6
C -0.4 -0.1 0.1
C 0.2 0.1 0.1
C 0.4 0.3 -0.3
C 0.0 0.2 -0.6
C -0.2 -0.4 0.7
C 0.3 0.2 -0.2
N -2.3 -1.7 1.5
C 0.0 -0.5 0.7
H -0.1 0.2 0.1
H -0.2 -0.2 -0.1
H 0.1 0.1 -0.1
H 0.0 0.0 0.1
H -0.1 -0.1 0.1
H -0.1 -0.1 0.1
H -0.1 0.0 0.0
H 0.0 0.0 0.0
C -0.4 -0.4 0.2
S 2.6 0.1 -0.9
O -0.9 0.4 0.6
C -0.3 -0.3 -0.1
C -0.1 0.0 -0.2
C 0.1 0.0 0.0
C -0.1 -0.1 0.0
C -0.1 0.1 0.0
C -0.2 0.2 -0.1
H 0.0 0.2 0.1
H -0.1 0.1 -0.1
H 0.2 -0.1 0.0
H 0.0 -0.1 0.0
H 0.0 -0.1 0.0
H 0.1 0.0 0.0
H 0.0 0.1 0.1
H 0.0 0.0 0.0
S 0.0 -0.7 -0.5
C -0.1 -0.4 -0.9

Total charge: +1
Spin multiplicity: 3
LUMO level (alpha / beta), eV: -3.13 / -3.34
Energy relative to the best compared isomer or geometry (same formula, charge and spin), kcal/mol: 23.90
Molar mass, g/mol: 787.22
Gap between HOMO and LUMO (alpha / beta), Eh: 0.2422 / 0.1910
<S²>: 2.24